1.
16
Properties=species:S:1:pos:R:3:forces:R:3 method="wB97M-V/def2-TZVPD" largest_force_ha_per_bohr=0.0999 e_homo_ev="-7.60 / -7.60" de_lowest_ev=0.000 charge=0 homo_lumo_gap_ev="6.71 / 6.72"
C -1.5617 -0.1119 0.5666 1.5 -1.3 -1.3
C 2.1353 -0.1560 0.0091 -0.8 0.4 -0.6
C -2.3532 1.1021 0.3717 -0.3 2.4 4.3
C -0.0104 -1.5247 -0.8114 0.1 2.9 3.1
N -0.8825 -0.4791 -0.6977 1.1 -4.0 3.0
O -1.4683 -0.8381 1.5119 -0.1 0.3 -0.2
S 1.6219 1.1283 1.1021 -0.5 -0.4 1.7
S 1.9940 1.4808 -0.8339 0.3 -0.3 -1.5
S 3.6518 -1.0094 0.1312 0.7 -0.9 0.0
H -2.9235 1.3034 1.4273 1.0 -0.6 -2.9
H -1.7216 2.0268 0.2580 -0.3 -1.1 -0.2
H -2.9739 0.9809 -0.4680 -1.1 0.1 -0.9
H 0.5155 -1.6441 -1.7130 0.3 -0.4 -1.0
H 0.1248 -2.1357 0.0888 -0.2 0.0 -0.7
H -0.8775 0.0974 -1.4447 -0.3 2.7 -2.7
H 4.7292 -0.2208 0.5019 -1.0 0.3 -0.1

2.
14
Properties=species:S:1:pos:R:3:forces:R:3 method="wB97M-V/def2-TZVPD" largest_force_ha_per_bohr=0.0894 smiles="C#CC(=O)C[SiH2]N" e_homo_ev=-9.58 de_lowest_ev=3.302 charge=0 homo_lumo_gap_ev=9.78
C 3.0048 1.6211 0.3352 -0.4 0.4 -0.4
C 2.3505 0.6688 -0.0335 1.4 0.8 -0.1
C 1.4878 -0.5037 -0.2404 0.3 0.6 1.0
C 0.3149 -0.3578 0.6351 -2.2 -3.5 -1.9
N -2.6867 -0.8627 -0.2353 -2.1 1.7 0.9
O 1.6942 -1.4567 -0.9395 0.4 -0.1 -0.5
Si -1.2279 0.0722 -0.6031 -0.9 -1.4 0.8
H 3.4977 2.5727 0.5904 -0.4 -1.3 -0.2
H 0.3578 0.4554 1.2587 0.2 1.7 1.7
H 0.1559 -1.3668 1.1853 0.0 1.8 -0.9
H -2.7055 -1.7771 0.1610 0.4 -0.6 -0.1
H -3.6209 -0.3974 0.1317 3.0 -0.9 -1.2
H -1.6794 1.3712 -0.1350 0.2 0.7 -0.3
H -0.9429 -0.0393 -2.1106 0.2 0.1 1.2

3.
13
Properties=species:S:1:pos:R:3:forces:R:3 method="wB97M-V/def2-TZVPD" largest_force_ha_per_bohr=0.1118 e_homo_ev=-8.35 de_lowest_ev=6.231 charge=0 homo_lumo_gap_ev=9.18
C 0.4753 -0.8684 1.1924 -2.2 -3.6 -0.9
C -1.1159 0.6597 -0.9005 4.0 -3.7 -2.0
C 0.5591 0.6793 -0.8056 -2.0 0.8 1.2
C 0.7101 0.5904 0.6861 -1.0 -3.2 2.0
H -0.2034 -0.9074 2.1617 2.1 0.2 -1.7
H 0.9916 -2.0341 1.0042 -0.7 4.0 0.7
H -1.7539 0.6726 -1.8215 1.4 -0.5 0.2
H -1.6463 1.2196 -0.2667 -1.2 2.5 2.9
H 1.0657 -0.1878 -1.2416 -0.8 0.5 -0.4
H 1.4557 2.1974 0.3500 0.0 3.4 0.3
H 0.0627 1.0485 1.4675 0.1 0.8 -1.4
N 1.6269 1.3330 -0.0214 2.0 -0.6 -1.0
S -0.9458 -1.1066 -0.1586 -1.7 -0.6 0.2

4.
13
Properties=species:S:1:pos:R:3:forces:R:3 method="wB97M-V/def2-TZVPD" largest_force_ha_per_bohr=0.0521 smiles="C[C@H]1C=NCS1" e_homo_ev=-8.65 de_lowest_ev=1.434 charge=0 homo_lumo_gap_ev=9.47
C 0.0419 1.0899 -0.4746 0.2 0.0 -0.8
C 1.9131 0.2508 0.4171 2.0 -1.7 0.2
C -0.4118 -0.3696 -0.6067 -0.1 -1.7 0.4
C -1.6419 -0.6113 0.3130 -0.1 -0.6 -1.8
N 1.2001 1.3306 -0.0348 -1.8 1.9 -0.7
S 1.1166 -1.3237 -0.1533 -0.8 0.6 0.3
H -0.5849 1.9738 -0.6927 0.0 -0.8 -0.2
H 2.8924 0.1797 -0.1546 -0.7 0.5 1.6
H 1.8933 0.4164 1.5360 0.9 -0.8 -1.1
H -0.6909 -0.8393 -1.5945 0.3 1.5 0.6
H -1.3940 -0.7364 1.3506 0.2 1.0 0.6
H -2.0794 -1.6436 0.1201 0.1 1.5 -0.4
H -2.2544 0.2828 -0.0256 -0.3 -1.4 1.2

5.
13
Properties=species:S:1:pos:R:3:forces:R:3 method="wB97M-V/def2-TZVPD" largest_force_ha_per_bohr=0.0497 e_homo_ev="-7.66 / -7.09" de_lowest_ev=4.593 charge=0 homo_lumo_gap_ev="7.45 / 6.87"
C 1.0425 -0.9688 0.3737 1.7 -1.2 1.5
C 2.8817 1.1250 -0.3735 0.1 -1.1 0.2
C -1.2132 0.1278 0.5076 0.0 0.4 -1.9
C -2.5529 -0.3338 -0.1719 0.0 1.3 0.4
N -0.1664 -0.5934 0.3695 -0.9 -0.6 0.1
S 2.7124 -0.3603 0.4104 -0.2 1.9 -1.3
H 1.4004 -1.9086 0.8556 -1.5 -0.1 -0.3
H 2.0404 1.7591 -0.4988 -0.7 0.5 0.2
H 3.6184 1.2255 -1.1461 0.6 0.0 0.1
H -1.0268 1.1861 0.7795 -0.7 -0.4 0.3
H -2.7998 -1.3560 0.1316 0.0 0.2 -0.1
H -2.5253 -0.2638 -1.2788 0.6 -0.3 0.5
H -3.4115 0.3612 0.0413 0.9 -0.7 0.4

6.
13
Properties=species:S:1:pos:R:3:forces:R:3 method="wB97M-V/def2-TZVPD" largest_force_ha_per_bohr=0.1133 e_homo_ev=-8.89 de_lowest_ev=4.794 charge=0 homo_lumo_gap_ev=9.57
C -1.9271 -2.0710 -0.9351 -1.0 -0.6 1.2
C -1.5145 -0.8350 -0.5161 -3.3 -0.6 1.2
C -0.0993 -0.5021 -0.0169 -1.4 2.7 0.3
C 2.2986 2.2808 0.7920 -2.1 0.1 2.5
H -3.2030 -2.5707 -1.0522 4.5 2.1 0.3
H -1.0811 -2.7954 -0.8393 -1.1 -0.1 -0.9
H -2.4639 -0.2113 -0.1489 2.6 -0.4 -1.2
H 0.4963 -1.3828 0.1747 0.2 -0.1 0.0
H -0.1281 0.2907 0.8578 -0.7 -2.9 -0.9
H 3.0091 2.5503 -0.0333 -1.0 -0.8 0.4
H 2.5487 2.8247 1.8043 -0.5 -1.2 -1.9
N 1.1767 1.5652 0.8158 4.3 2.2 -3.2
S 0.8876 0.8566 -0.9027 -0.5 -0.5 2.3